Record 1
87
Properties=species:S:1:pos:R:3:forces:R:3 method="wB97M-V/def2-TZVPD" spin_multiplicity=2 gap_ev="6.60 / 6.25" e_homo_ev="-16.73 / -16.86" e_lumo_ev="-10.13 / -10.61" total_charge=+3
Ir -0.386246 0.292653 -0.293545 -0.42 -1.56 -0.14
N -2.017258 1.832641 3.070501 -0.03 0.08 0.06
C -1.984863 0.541376 3.594687 0.03 -0.05 -0.07
C -2.399871 0.028654 4.819108 -0.01 0.01 0.03
C -2.207196 -1.322372 5.012753 0.00 0.01 0.00
C -1.622872 -2.140445 4.027575 0.00 0.00 -0.02
C -1.210489 -1.632917 2.814305 0.00 -0.02 -0.01
C -1.403978 -0.268265 2.611302 -0.04 -0.03 0.09
N -1.100951 0.560290 1.544207 0.16 0.36 -0.25
C -1.485730 1.792606 1.847549 0.10 -0.12 -0.06
C -1.222182 2.791399 0.830582 -0.01 0.02 -0.03
C -1.382527 4.130814 0.715641 -0.01 0.05 0.02
S -0.798282 4.679403 -0.795577 -0.01 -0.05 0.04
C -0.362082 3.107676 -1.230478 0.00 0.11 0.05
N -0.632698 2.227543 -0.296048 -0.05 0.30 -0.07
H -2.371890 2.651367 3.542882 -0.01 0.00 -0.01
H -2.846783 0.652274 5.581616 0.00 0.00 -0.01
H -2.510892 -1.768845 5.949508 0.00 0.00 0.00
H -1.493876 -3.193976 4.234329 0.00 0.00 0.00
H -0.757960 -2.269401 2.063965 0.01 0.01 0.00
H -1.805227 4.821427 1.429262 0.00 0.00 -0.01
H 0.101319 2.854351 -2.172751 -0.01 0.00 0.00
C 4.791000 -1.752558 -3.471309 0.00 -0.02 -0.02
C 3.421428 -1.318283 -3.041777 0.05 0.01 0.00
C 2.326778 -1.448664 -3.898872 0.02 0.02 0.07
C 1.025147 -1.058902 -3.525599 -0.05 0.00 0.07
C -0.114044 -1.193669 -4.486015 0.05 -0.01 -0.06
C 0.865937 -0.552957 -2.259393 0.07 0.12 0.18
C 1.954527 -0.397570 -1.333532 -0.05 0.13 0.15
C 3.232808 -0.789954 -1.771147 0.10 -0.07 -0.02
N 1.604000 0.140587 -0.129506 -0.03 0.14 -0.28
C 2.571494 0.561416 0.916519 -0.05 0.05 0.10
C 1.818962 1.213635 2.082231 0.07 -0.03 0.02
C 2.801742 1.672790 3.170624 -0.02 0.00 0.02
C 3.784654 2.688144 2.587951 0.00 -0.02 -0.03
C 4.539804 2.035653 1.429368 -0.02 0.00 0.03
C 5.297994 0.801237 1.928465 0.02 0.00 0.00
C 4.317877 -0.201461 2.544729 -0.03 0.02 0.02
C 3.563004 0.455980 3.701524 -0.01 -0.02 -0.03
C 3.316890 -0.666820 1.477974 0.06 -0.02 0.05
C 3.540508 1.618242 0.342690 0.04 0.00 -0.05
H 4.838352 -1.920400 -4.544621 0.00 0.00 0.00
H 5.061840 -2.685344 -2.972382 -0.01 0.00 -0.01
H 5.540269 -1.008103 -3.203431 -0.01 0.00 0.00
H 2.476050 -1.865354 -4.888073 0.01 0.01 0.00
H -0.050124 -2.136114 -5.028916 -0.01 0.00 0.01
H -0.081713 -0.391442 -5.226113 0.00 -0.01 -0.01
H -1.076176 -1.157107 -3.979640 -0.02 0.02 0.02
H -0.224869 -0.303306 -2.079573 0.00 0.21 -0.06
H 4.091064 -0.691724 -1.128001 -0.02 0.00 0.01
H 1.126995 0.491611 2.521397 0.00 0.00 -0.02
H 1.254213 2.078521 1.714937 0.01 0.00 -0.01
H 2.225286 2.131579 3.977170 0.01 0.00 0.01
H 4.484913 3.013128 3.359046 0.00 0.00 0.00
H 3.256580 3.581973 2.240111 0.00 0.00 0.00
H 5.239941 2.748824 0.991504 0.00 0.00 0.00
H 6.032619 1.102284 2.677210 0.01 -0.01 -0.01
H 5.856939 0.337384 1.109648 -0.01 0.00 0.00
H 4.859951 -1.077738 2.902768 0.01 0.00 0.01
H 4.262930 0.765836 4.479043 0.00 0.00 0.00
H 2.872673 -0.259716 4.158319 0.00 0.01 0.00
H 2.586043 -1.353701 1.917536 -0.01 0.01 0.00
H 3.844754 -1.216500 0.701818 0.00 -0.01 0.00
H 4.083597 1.248166 -0.526025 -0.02 -0.02 0.01
H 2.958464 2.486727 0.012036 -0.01 -0.01 0.00
C -4.540549 -3.516519 -0.186121 -0.01 0.01 -0.01
C -5.440956 -2.352774 -0.578306 -0.02 0.03 -0.02
C -4.795254 -0.989856 -0.320350 0.00 -0.21 -0.03
S -3.467501 -0.683444 -1.513957 0.08 -0.15 -0.10
O -2.456257 0.170660 -0.695985 0.01 0.74 0.34
C -4.266307 0.502683 -2.632484 0.01 -0.07 -0.06
C -4.813469 -0.173392 -3.892966 -0.07 0.00 0.09
C -3.750358 -0.771601 -4.799736 0.01 0.00 -0.01
H -4.992566 -4.465748 -0.466616 0.00 0.00 0.02
H -4.374961 -3.532609 0.892313 0.01 0.01 0.00
H -3.567513 -3.462107 -0.682070 0.00 -0.02 -0.01
H -6.366981 -2.378894 -0.002280 -0.01 -0.01 0.00
H -5.744070 -2.430714 -1.625794 0.00 0.00 0.00
H -4.290016 -0.966842 0.647604 0.02 -0.01 0.00
H -5.504683 -0.165857 -0.376436 0.04 0.03 0.00
H -3.479642 1.223874 -2.865385 0.03 -0.05 -0.05
H -5.055427 1.006657 -2.076241 0.07 0.07 0.04
H -5.368179 0.595087 -4.433887 -0.02 0.01 0.03
H -5.553119 -0.927997 -3.615079 0.00 0.00 0.00
H -3.031519 -0.010023 -5.109528 0.02 0.00 0.00
H -4.205793 -1.174915 -5.702402 0.00 0.00 0.01
H -3.213407 -1.590263 -4.316376 -0.03 -0.01 -0.01

Record 2
122
Properties=species:S:1:pos:R:3:forces:R:3 method="wB97M-V/def2-TZVPD" gap_ev=6.85 e_homo_ev=-10.22 e_lumo_ev=-3.37 total_charge=+1
C 2.118462 -1.262170 -1.855694 -0.65 0.06 -0.25
B 1.501883 0.077273 -2.460400 1.35 -1.50 0.79
O 2.333837 1.154590 -2.585110 -0.95 -0.05 -1.00
N 0.040969 0.120874 -2.813506 0.08 0.87 -0.96
C -0.326315 0.412450 -4.114698 0.40 2.13 1.40
N -0.217567 -0.300394 -5.188632 1.04 -0.10 0.34
C 0.429313 -1.631687 -5.188666 1.06 -0.01 -1.83
C 1.860848 -1.467019 -5.826868 -0.14 0.40 1.10
C 2.941203 -2.342358 -5.160016 0.40 0.39 -0.81
O 3.846233 -2.733090 -6.189956 -0.28 -0.25 0.26
P -0.851435 0.280213 -6.746254 -2.88 -1.31 -0.57
S -2.498546 -0.688653 -7.070213 0.42 0.17 0.05
N -0.964718 1.677887 -4.189808 -0.29 -0.43 -0.52
C -0.112901 2.840740 -4.433148 -0.43 1.04 -0.43
O 1.167816 2.474560 -4.902438 -0.25 0.15 0.50
C 2.092597 3.519265 -4.819748 1.55 0.78 -1.05
C 2.433583 4.189397 -3.504110 -0.77 -0.03 0.85
O 2.651448 3.853384 -5.830211 -0.57 -0.62 0.60
C -1.793188 1.651785 -2.977261 0.01 -0.47 -0.20
C -2.514287 2.941894 -2.593647 0.72 1.08 0.56
C -3.600507 2.723470 -1.517419 -0.36 -0.77 -0.98
O -4.602601 2.129436 -1.829338 0.30 0.31 0.46
C -0.866946 0.922344 -1.913189 -2.69 -0.32 -0.32
C -0.224353 1.932694 -0.966035 0.99 -0.32 -0.20
C -1.862133 -0.136080 -1.307348 0.77 -0.28 1.36
C -1.541249 -0.598731 0.140919 -0.09 -0.44 0.07
C -1.311638 -2.123482 0.270313 0.46 0.22 0.54
C -1.206498 -2.536882 1.754239 -1.06 0.16 -0.39
N -0.060951 -1.949152 2.421509 0.45 0.12 0.80
C 1.096716 -1.450266 1.899213 0.06 -0.02 -2.15
C 1.925678 -0.943497 2.847916 -0.73 -0.31 0.82
C 1.221438 -1.177028 4.094129 1.47 0.64 -0.75
C 0.053635 -1.783040 3.771502 -0.81 -0.13 1.39
H 1.310112 -1.989959 -1.699446 0.37 0.01 0.10
H 2.860734 -1.726041 -2.518218 -0.12 0.12 0.14
H 2.637556 -1.069965 -0.905079 -0.16 0.00 -0.23
H 3.189093 0.884679 -2.942970 0.25 0.12 0.63
H 0.464464 -2.093583 -4.199731 -0.28 0.37 -0.05
H -0.142714 -2.235890 -5.905854 -0.20 -0.09 0.65
H 2.143109 -0.414419 -5.660017 0.04 -0.25 -0.24
H 1.854323 -1.622472 -6.910333 -0.05 -0.22 0.26
H 2.524246 -3.219289 -4.642910 0.02 0.24 -0.04
H 3.510643 -1.698784 -4.472107 -0.31 -0.38 0.23
H 4.456736 -3.376926 -5.812362 0.06 0.07 -0.17
H 0.066952 -0.074542 -7.751369 0.64 0.57 0.67
H -1.162946 1.646168 -6.676271 1.12 -0.02 0.18
H -0.597841 3.442575 -5.224508 0.13 -0.16 0.18
H -0.058901 3.503859 -3.555127 0.10 -0.50 0.01
H 2.441701 3.525202 -2.632963 -0.16 -0.05 -0.35
H 3.403510 4.690259 -3.534109 -0.20 -0.18 -0.49
H 1.686626 4.969334 -3.282413 0.21 -0.16 -0.11
H -2.603646 0.963423 -3.270202 0.21 0.05 0.36
H -2.989737 3.372004 -3.486178 -0.13 -0.34 0.21
H -1.837534 3.729568 -2.220335 0.02 -0.36 -0.12
H -3.451129 3.080904 -0.475324 0.12 0.08 -0.35
H 0.427829 1.473333 -0.207469 -0.18 0.03 -0.24
H 0.414738 2.604558 -1.558175 -0.17 -0.04 0.28
H -0.947651 2.545931 -0.421228 -0.09 -0.31 -0.19
H -1.832682 -1.029942 -1.946306 -0.03 0.38 -0.07
H -2.898196 0.218599 -1.332036 0.31 0.16 -0.04
H -0.656188 -0.115551 0.571005 -0.26 0.11 -0.22
H -2.380726 -0.327632 0.799839 0.22 -0.06 -0.14
H -2.127344 -2.667555 -0.223856 0.24 -0.03 0.21
H -0.350554 -2.410474 -0.185320 -0.43 0.05 -0.33
H -1.256476 -3.626478 1.888089 0.33 0.20 -0.12
H -2.114267 -2.138886 2.238529 0.31 -0.14 0.09
H 1.227264 -1.469022 0.820846 0.11 -0.01 0.30
H 2.879220 -0.475438 2.645256 -0.12 -0.09 0.24
H 1.602946 -0.905485 5.069698 -0.32 -0.16 -0.06
H -0.690650 -2.081656 4.502591 -0.15 -0.14 -0.53
O -2.443585 -6.166814 3.620608 0.41 0.53 -4.20
P -3.870562 -6.483471 3.257807 -2.92 -1.73 7.89
O -4.552667 -5.428388 4.345312 0.12 0.39 -0.54
C -4.514258 -4.033659 4.061449 -0.11 0.06 0.04
C -5.496840 -3.643484 2.968868 0.10 -0.05 -0.14
O -3.997148 -7.908256 4.066441 0.02 0.02 -1.11
C -2.858103 -8.742159 4.300720 0.26 -0.06 0.38
C -2.312357 -8.518680 5.696866 -0.11 0.03 0.20
O -5.356814 -6.711539 2.572620 2.24 1.03 -2.38
C -6.406011 -7.520513 3.132194 -0.64 -0.76 0.00
C -6.903491 -7.096948 4.495747 0.31 0.22 0.23
H -3.495291 -3.737656 3.789175 0.02 0.00 0.06
H -4.773192 -3.518718 4.987267 0.04 -0.10 0.05
H -5.208170 -4.077440 2.007502 -0.03 0.04 0.00
H -5.535263 -2.558320 2.855225 0.02 0.00 0.03
H -6.496793 -4.010045 3.198368 0.00 0.04 0.03
H -2.092822 -8.581153 3.542432 -0.01 0.16 0.04
H -3.192318 -9.776594 4.199896 -0.16 0.07 -0.05
H -2.170154 -7.459588 5.910829 0.10 0.02 -0.19
H -1.359003 -9.032801 5.827654 -0.03 -0.02 -0.01
H -3.014835 -8.897309 6.441951 0.03 -0.05 -0.03
H -6.110033 -8.568260 3.127900 0.20 0.07 0.08
H -7.233131 -7.438359 2.423761 0.22 0.22 -0.18
H -6.157015 -7.255320 5.271441 0.02 0.00 -0.04
H -7.785790 -7.683093 4.759931 -0.01 -0.04 -0.18
H -7.171726 -6.040852 4.506405 -0.07 -0.04 -0.02
O 2.532049 5.532547 0.328738 -1.57 3.59 -2.14
P 3.315735 6.515255 1.172240 3.91 -6.34 5.46
O 4.752270 5.696937 0.974225 0.11 0.26 -0.80
C 5.457594 5.834873 -0.257508 0.17 0.01 0.06
C 6.138709 7.187558 -0.378914 -0.13 0.08 -0.04
O 2.811591 5.928055 2.629064 -0.54 1.03 -0.25
C 1.522524 5.335857 2.795433 -0.05 -0.41 0.03
C 1.617637 3.822900 2.731139 0.12 -0.14 0.06
O 4.180618 7.690798 1.953341 -1.87 1.64 -2.62
C 4.689829 7.592685 3.295966 0.04 0.31 0.99
C 5.667116 6.466703 3.546858 -0.07 -0.34 -0.30
H 4.774890 5.669149 -1.097896 0.00 -0.05 0.00
H 6.208453 5.043830 -0.278345 -0.07 -0.06 0.08
H 5.403087 7.992936 -0.448995 0.05 0.01 -0.03
H 6.767818 7.223203 -1.269516 -0.02 -0.03 0.00
H 6.754140 7.390635 0.496844 0.03 -0.04 -0.03
H 0.816317 5.723226 2.061528 0.10 -0.04 -0.10
H 1.155650 5.636938 3.778561 0.13 0.08 0.01
H 2.178259 3.490069 1.856861 -0.09 0.14 -0.11
H 0.623608 3.371408 2.703070 0.01 0.01 0.06
H 2.145798 3.439549 3.605975 -0.07 0.01 0.01
H 3.864556 7.564361 4.005293 -0.08 -0.14 -0.13
H 5.204411 8.539725 3.470693 -0.09 0.08 -0.35
H 5.190047 5.490010 3.493066 -0.02 0.02 -0.01
H 6.094935 6.572234 4.545675 -0.07 0.19 0.00
H 6.477285 6.478846 2.818569 0.03 0.05 0.07

Record 3
13
Properties=species:S:1:pos:R:3:forces:R:3 method="wB97M-V/def2-TZVPD" gap_ev=7.98 e_homo_ev=-8.36 e_lumo_ev=-0.38
C 2.353335 0.223354 -0.022547 -1.14 0.74 0.64
N 0.768746 0.049490 0.153774 6.01 2.51 -0.99
N 0.290690 -1.094068 -0.041918 -3.67 -1.92 1.29
C -1.042842 -1.163861 0.047761 0.47 -0.72 -1.04
C -2.021828 -0.146462 0.001401 -1.64 0.50 0.64
O -1.532367 1.052522 0.034416 5.20 0.46 -0.47
S -3.670223 -0.134809 -0.003599 -0.45 -1.41 -0.05
H 2.902635 -0.519995 -0.559674 -0.95 -0.99 -1.44
H 3.026107 0.017960 0.911700 -1.94 1.71 -0.77
H 2.406672 1.181718 -0.646192 0.58 -1.09 1.63
H 0.230605 0.882771 -0.107710 0.29 -0.34 0.55
H -1.577934 -2.061864 0.067728 0.36 -1.91 -0.29
H -2.133599 1.713242 0.164859 -3.10 2.48 0.30

Record 4
16
Properties=species:S:1:pos:R:3:forces:R:3 method="wB97M-V/def2-TZVPD" gap_ev=12.80 e_homo_ev=-11.71 smiles=CC.CC e_lumo_ev=1.10
C 0.000689 1.885143 0.993048 -0.83 -0.46 0.56
C -0.866959 1.573425 2.237124 0.52 0.80 -0.81
H 0.413189 0.980863 0.591997 0.53 -0.55 -0.02
H -0.607817 2.261092 0.169586 0.16 0.55 0.16
H 0.808369 2.532046 1.316480 0.05 0.35 -0.48
H -1.594118 0.794028 2.024548 0.06 -0.15 0.28
H -1.395870 2.489474 2.500814 -0.18 -0.10 0.18
H -0.187669 1.347116 3.056663 -0.31 -0.41 0.16
C 0.368717 -2.414027 -1.936965 -0.34 -0.25 0.60
C 0.503855 -1.009083 -1.353398 -0.45 -0.34 0.20
H 1.352442 -2.838570 -2.094790 0.14 -0.20 -0.23
H -0.135318 -3.034285 -1.194586 0.13 -0.16 0.13
H -0.249895 -2.555727 -2.823840 0.24 0.54 -0.22
H 1.068133 -0.337434 -1.992295 -0.01 0.16 -0.02
H 0.995472 -1.091537 -0.380883 0.26 0.08 -0.16
H -0.473219 -0.582522 -1.113499 0.02 0.12 -0.32

Record 5
16
Properties=species:S:1:pos:R:3:forces:R:3 method="wB97M-V/def2-TZVPD" gap_ev="9.16 / 9.15" e_homo_ev="-8.57 / -8.57" e_lumo_ev="0.59 / 0.59"
C -0.287207 0.113975 0.305496 0.30 -0.94 -0.13
C 0.051024 -1.126006 1.153514 -0.28 0.14 -0.01
C -1.438210 -0.171667 -0.653486 0.10 0.04 0.14
N 0.879454 0.581175 -0.422085 0.19 0.22 -1.06
O 1.095077 -0.879288 2.087533 -0.06 0.09 -0.05
N 0.932335 2.254061 -1.634428 1.02 -0.94 -2.95
N 1.289605 1.589883 -2.499984 -0.79 2.73 1.29
H 0.776154 -0.253872 2.747930 0.00 -0.07 -0.04
H 1.654719 0.659886 0.240657 0.12 -0.42 -0.25
H -0.596357 0.906761 1.005476 0.12 0.03 -0.10
H 1.260830 0.458700 -1.800592 -0.78 -0.89 3.16
H -0.855051 -1.481790 1.660756 0.06 -0.03 0.02
H 0.415424 -1.923694 0.503315 -0.03 0.04 0.00
H -1.170551 -0.977888 -1.339560 0.02 0.00 0.00
H -2.338749 -0.466309 -0.112456 0.01 0.00 -0.01
H -1.668498 0.716075 -1.242087 -0.01 -0.01 -0.01

Record 6
9
Properties=species:S:1:pos:R:3:forces:R:3 method="wB97M-V/def2-TZVPD" gap_ev=10.62 e_homo_ev=-10.18 smiles="CC#CC=O" e_lumo_ev=0.44
C -1.701677 0.160801 -0.080969 -0.19 0.08 -0.04
C -0.355716 -0.340819 -0.242050 0.48 0.39 -0.34
C 0.834143 -0.381966 -0.455452 -0.54 0.01 0.13
C 2.137104 -0.185975 0.120107 0.29 -0.04 0.06
O 3.009756 0.564850 -0.241579 -0.36 -0.50 0.16
H -1.579928 1.244171 -0.164671 -0.42 -0.03 0.01
H -2.127170 -0.077505 0.896434 0.02 -0.09 -0.17
H -2.354736 -0.193040 -0.878030 -0.10 0.03 0.08
H 2.138223 -0.790515 1.046214 0.82 0.14 0.11

Record 7
13
Properties=species:S:1:pos:R:3:forces:R:3 method="wB97M-V/def2-TZVPD" gap_ev=9.70 e_homo_ev=-9.40 e_lumo_ev=0.30
C -0.478929 1.514564 0.561047 -1.62 -1.53 2.19
C -1.273008 0.211115 0.842782 4.23 -1.10 -2.88
C 0.031569 -0.270036 -0.553614 -1.69 -0.26 1.73
C 1.108434 -1.298347 -0.142907 -0.40 -0.99 -0.85
N 0.431580 1.087477 -0.311177 0.54 -1.00 -1.42
O -0.603835 2.536377 1.139370 -0.13 2.12 0.33
I -0.707926 -0.548385 -2.566148 -0.02 -0.05 0.44
H -1.019456 -0.408559 1.697413 -0.03 0.43 0.24
H -2.279773 0.164701 0.552144 -1.22 -0.01 -0.52
H 1.970144 -1.401521 -0.975273 -1.74 0.57 2.19
H 0.647321 -2.377689 -0.042954 0.89 2.22 -0.02
H 1.385054 -0.842888 0.857895 0.51 -1.17 -1.12
H 0.788824 1.633191 -1.058576 0.68 0.76 -0.33

Record 8
17
Properties=species:S:1:pos:R:3:forces:R:3 method="wB97M-V/def2-TZVPD" gap_ev=7.97 e_homo_ev=-4.09 e_lumo_ev=3.88 total_charge=-1
O -0.638710 3.017631 0.137150 0.59 -0.49 0.09
C -0.103705 1.893661 -0.086478 -0.71 0.64 -0.18
N 0.320055 1.438742 -1.259648 0.70 0.36 0.47
C -0.083329 0.936752 1.112568 0.20 -0.77 0.21
N 0.696649 -0.308282 0.948412 0.06 0.24 -0.75
C 0.034345 -1.512714 1.370910 0.78 0.10 -0.30
O -0.997600 -2.024251 0.541322 -0.48 -0.15 0.31
H 0.538671 -0.205887 -1.975858 -0.53 0.54 -0.03
H 0.336789 2.260605 -1.881892 -0.26 -0.53 0.20
H -1.114428 0.686258 1.314938 -0.63 -0.14 -0.19
H 0.228621 1.412239 2.045848 0.27 0.53 -0.34
H 1.046578 -0.302843 -0.025718 -0.24 -0.36 0.86
H -0.441923 -1.301850 2.313080 -0.30 0.14 0.48
H 0.773661 -2.308742 1.592209 -0.08 0.24 -0.45
H -0.101517 -0.700912 -3.314949 0.60 -0.49 1.64
H -0.761191 -1.946883 -0.383020 0.36 0.23 -0.44
O 0.267034 -1.033524 -2.448876 -0.35 -0.11 -1.58

Number 1: maximum force 1.62 eV/Å. Number 2: maximum force 9.24 eV/Å. Number 3: maximum force 6.58 eV/Å. Number 4: maximum force 1.25 eV/Å. Number 5: maximum force 3.37 eV/Å. Number 6: maximum force 0.84 eV/Å. Number 7: maximum force 5.24 eV/Å. Number 8: maximum force 1.82 eV/Å.